(1)
This record from the Open Molecules 2025 dataset describes a 4-piece molecular cluster, C4H17NO3 overall at a distorted geometry. The level of theory is wB97M-V/def2-TZVPD.

Bonds (Å) are listed after each position.
Geometry (Å):
1 N 2.041 -0.051 2.475  C12 1.543, H17 0.975, C22 1.518
2 O -2.244 1.670 -0.973  H19 1.015, H24 0.986
3 C 3.265 -1.797 1.092  C12 1.584, H21 1.115, H23 1.034, H25 1.180
4 H 3.334 0.489 0.809  C12 1.170
5 H 0.821 -0.883 3.944  C22 1.115
6 H -1.198 -1.426 2.564  C15 1.123
7 H -1.466 1.754 -5.191  O13 0.930
8 H -0.617 0.212 2.091  C15 1.038
9 H -3.009 -0.882 -1.726  O11 0.983
10 H 1.719 -0.318 0.344  C12 1.124
11 O -3.494 -0.536 -0.944  H9 0.983, H16 0.919
12 C 2.580 -0.369 1.065  N1 1.543, C3 1.584, H4 1.170, H10 1.124
13 O -1.378 2.330 -5.915  H7 0.930, H20 0.956
14 H 1.378 -2.042 2.368  C22 1.220
15 C -0.388 -0.800 2.101  H6 1.123, H8 1.038, H18 1.092, C22 1.522
16 H -2.836 0.036 -0.653  O11 0.919
17 H 1.746 0.875 2.391  N1 0.975
18 H -0.552 -1.232 1.113  C15 1.092
19 H -1.652 1.924 -1.757  O2 1.015
20 H -1.991 2.094 -6.609  O13 0.956
21 H 3.775 -1.981 2.067  C3 1.115
22 C 0.925 -1.013 2.842  N1 1.518, H5 1.115, H14 1.220, C15 1.522
23 H 2.545 -2.415 0.680  C3 1.034
24 H -1.935 2.211 -0.209  O2 0.986
25 H 4.283 -1.892 0.503  C3 1.180

Properties
Expectation value of S²: 0.750
F_max: 0.0921 Eh/bohr
Energy: -12053.5281 eV
Multiplicity: 2
Net charge: -1
HOMO (spin up / spin down): 0.419 / -6.375 eV


(2)
This record from the Open Molecules 2025 dataset describes one molecule with the formula C17H16ClNO3S at a distorted geometry. The level of theory is wB97M-V/def2-TZVPD.

Bonds (Å) are listed after each position.
Geometry (Å):
1 O -3.194 -4.878 0.056  C25 1.369, C39 1.412
2 C -0.677 1.629 0.279  N23 1.344, O31 1.212, C36 1.523
3 H -4.496 -4.901 1.654  C39 1.102
4 C 2.014 2.867 -0.703  C8 1.388, C13 1.493, C35 1.391
5 C 2.857 2.103 1.408  C8 1.385, C10 1.385, Cl12 1.725
6 H 0.779 4.620 -0.915  C13 1.089
7 S -0.304 2.912 -2.197  C13 1.834, C36 1.815
8 C 2.077 2.986 0.679  C4 1.388, C5 1.385, H30 1.079
9 C -0.520 -1.780 0.307  C19 1.507, C33 1.385, C38 1.400
10 C 3.579 1.102 0.779  C5 1.385, H14 1.078, C20 1.385
11 H -2.246 2.299 -1.016  C36 1.091
12 Cl 2.923 2.252 3.124  C5 1.725
13 C 1.152 3.784 -1.505  C4 1.493, H6 1.089, S7 1.834, H22 1.090
14 H 4.181 0.423 1.363  C10 1.078
15 H 2.678 1.766 -2.411  C35 1.080
16 C -2.614 -2.802 0.726  O17 1.369, C25 1.398, C38 1.371
17 O -3.893 -2.990 1.175  C16 1.369, C39 1.411
18 H -1.395 3.605 -0.169  C36 1.090
19 C 0.381 -0.577 0.424  C9 1.507, N23 1.447, H24 1.093, H29 1.094
20 C 3.514 0.989 -0.599  C10 1.385, H26 1.080, C35 1.382
21 H -0.187 0.478 -1.324  N23 1.009
22 H 1.679 4.161 -2.382  C13 1.090
23 N -0.154 0.545 -0.317  C2 1.344, C19 1.447, H21 1.009
24 H 1.384 -0.807 0.055  C19 1.093
25 C -2.191 -3.948 0.046  O1 1.369, C16 1.398, C32 1.372
26 H 4.075 0.213 -1.099  C20 1.080
27 H -5.151 -4.235 0.120  C39 1.102
28 H -2.124 -0.830 1.402  C38 1.077
29 H 0.446 -0.248 1.465  C19 1.094
30 H 1.519 3.754 1.192  C8 1.079
31 O -0.712 1.800 1.479  C2 1.212
32 C -0.939 -4.028 -0.511  C25 1.372, C33 1.394, H34 1.077
33 C -0.111 -2.916 -0.371  C9 1.385, C32 1.394, H37 1.079
34 H -0.616 -4.913 -1.033  C32 1.077
35 C 2.736 1.861 -1.337  C4 1.391, H15 1.080, C20 1.382
36 C -1.269 2.651 -0.682  C2 1.523, S7 1.815, H11 1.091, H18 1.090
37 H 0.880 -2.948 -0.799  C33 1.079
38 C -1.799 -1.709 0.871  C9 1.400, C16 1.371, H28 1.077
39 C -4.262 -4.289 0.768  O1 1.412, H3 1.102, O17 1.411, H27 1.102

Properties
F_max: 0.0244 Eh/bohr
Energy: -48879.2794 eV
HOMO: -8.160 eV


(3)
This record from the Open Molecules 2025 dataset describes a 17-piece molecular cluster, C24H34Cl49NO overall. The level of theory is wB97M-V/def2-TZVPD.

Bonds (Å) are listed after each position.
Geometry (Å):
1 H 3.267 9.381 10.882  C31 1.082
2 Cl 4.599 -8.564 -3.544  C95 1.763
3 Cl -1.825 9.642 5.054  C39 1.768
4 H 0.758 -10.504 -1.330  C14 1.082
5 Cl -2.863 -7.577 -4.888  C30 1.764
6 Cl 1.160 -1.130 -8.378  C28 1.765
7 H 0.403 10.355 4.939  C39 1.081
8 Cl -1.074 6.374 0.783  C74 1.769
9 Cl 3.577 9.478 8.567  C31 1.763
10 C 7.308 -1.483 -0.605  Cl12 1.764, Cl34 1.764, Cl55 1.765, H56 1.082
11 H 0.442 4.874 -0.195  C74 1.082
12 Cl 8.334 -2.897 -0.851  C10 1.764
13 Cl 0.378 0.972 -6.158  C47 1.765
14 C 0.611 -9.636 -1.959  H4 1.082, Cl29 1.758, Cl50 1.769, Cl60 1.768
15 H -1.176 -6.632 -1.451  N46 1.006
16 Cl -4.095 -5.150 -1.106  C44 1.815
17 H -1.930 -3.345 -2.749  C38 1.091
18 Cl 4.920 4.412 0.128  C98 1.766
19 Cl 3.281 -1.357 -10.351  C28 1.764
20 H 5.526 4.096 2.366  C98 1.082
21 Cl 4.206 11.165 1.164  C25 1.764
22 H 6.792 -7.950 -3.010  C95 1.082
23 H -2.109 -0.610 -3.753  C36 1.089
24 C -1.424 5.416 5.159  H54 1.083, Cl59 1.765, Cl69 1.766, Cl109 1.764
25 C 2.522 11.143 1.688  Cl21 1.764, Cl64 1.769, Cl84 1.761, H89 1.082
26 Cl 6.102 2.062 1.359  C98 1.765
27 H -0.914 -3.872 1.570  C65 1.094
28 C 2.905 -1.101 -8.647  Cl6 1.765, Cl19 1.764, Cl81 1.764, H106 1.082
29 Cl 1.667 -8.352 -1.388  C14 1.758
30 C -1.147 -7.479 -5.284  Cl5 1.764, Cl67 1.766, H93 1.080, Cl107 1.763
31 C 3.198 10.169 10.145  H1 1.082, Cl9 1.763, Cl41 1.764, Cl97 1.765
32 C -1.314 0.176 3.034  Cl42 1.765, Cl48 1.771, Cl52 1.764, H80 1.081
33 H -0.489 -3.245 -1.061  C77 1.094
34 Cl 7.668 -0.229 -1.791  C10 1.764
35 Cl 0.072 -7.801 2.599  C53 1.764
36 C -1.499 -1.281 -3.149  H23 1.089, C38 1.558, H62 1.091, H103 1.089
37 H -4.047 -3.295 -3.567  C94 1.093
38 C -2.391 -2.386 -2.508  H17 1.091, C36 1.558, C88 1.557, C94 1.548
39 C -0.081 9.446 5.267  Cl3 1.768, H7 1.081, Cl72 1.764, Cl73 1.762
40 C -4.783 4.922 -3.371  Cl51 1.765, H58 1.082, Cl61 1.765, Cl79 1.763
41 Cl 4.357 11.427 10.578  C31 1.764
42 Cl -1.062 -1.495 3.545  C32 1.765
43 Cl 0.137 1.814 -3.390  C47 1.766
44 C -3.617 -5.246 0.643  Cl16 1.815, O70 1.370, H75 1.090, H87 1.087
45 H -2.275 -1.148 -0.783  C88 1.093
46 N -0.846 -5.704 -1.247  H15 1.006, C57 1.456, H86 1.006
47 C -0.308 2.172 -5.061  Cl13 1.765, Cl43 1.766, H96 1.082, Cl99 1.764
48 Cl -0.235 1.257 3.929  C32 1.771
49 Cl 5.718 -5.894 -3.307  C95 1.764
50 Cl -1.086 -9.150 -1.840  C14 1.769
51 Cl -3.711 5.885 -2.353  C40 1.765
52 Cl -1.107 0.320 1.288  C32 1.764
53 C -0.444 -7.271 4.200  Cl35 1.764, H71 1.082, Cl78 1.764, Cl101 1.765
54 H -1.549 6.295 4.540  C24 1.083
55 Cl 7.482 -0.858 1.037  C10 1.765
56 H 6.279 -1.787 -0.739  C10 1.082
57 C -0.773 -5.407 0.176  N46 1.456, C65 1.528, H85 1.091, H92 1.098
58 H -5.806 5.175 -3.127  C40 1.082
59 Cl 0.256 4.894 5.014  C24 1.765
60 Cl 1.013 -10.089 -3.620  C14 1.768
61 Cl -4.518 5.289 -5.077  C40 1.765
62 H -0.727 -1.739 -3.771  C36 1.091
63 C -5.735 3.000 2.425  H82 1.082, Cl91 1.767, Cl100 1.763, Cl102 1.763
64 Cl 2.401 11.633 3.384  C25 1.769
65 C -1.453 -4.123 0.651  H27 1.094, C57 1.528, O70 1.437, C77 1.556
66 H -4.570 -2.263 -2.264  C94 1.089
67 Cl -0.897 -7.537 -7.031  C30 1.766
68 Cl 3.480 2.974 2.205  C98 1.764
69 Cl -2.520 4.170 4.555  C24 1.766
70 O -2.816 -4.229 1.093  C44 1.370, C65 1.437
71 H 0.402 -6.805 4.688  C53 1.082
72 Cl 0.515 8.118 4.271  C39 1.764
73 Cl 0.324 9.193 6.964  C39 1.762
74 C 0.243 5.195 0.820  Cl8 1.769, H11 1.082, Cl90 1.760, Cl108 1.764
75 H -3.220 -6.243 0.837  C44 1.090
76 H -0.624 -2.154 0.283  C77 1.088
77 C -1.174 -2.907 -0.278  H33 1.094, C65 1.556, H76 1.088, C88 1.538
78 Cl -0.963 -8.640 5.183  C53 1.764
79 Cl -4.548 3.203 -3.055  C40 1.763
80 H -2.333 0.445 3.273  C32 1.081
81 Cl 3.609 0.411 -8.071  C28 1.764
82 H -6.136 3.829 2.993  C63 1.082
83 H -3.976 -1.553 -3.792  C94 1.088
84 Cl 1.803 9.557 1.426  C25 1.761
85 H -1.108 -6.283 0.732  C57 1.091
86 H -1.316 -5.012 -1.805  N46 1.006
87 H -4.562 -5.156 1.173  C44 1.087
88 C -2.371 -2.223 -0.959  C38 1.557, H45 1.093, C77 1.538, H105 1.087
89 H 1.976 11.864 1.095  C25 1.082
90 Cl -0.214 3.783 1.767  C74 1.760
91 Cl -4.535 2.190 3.437  C63 1.767
92 H 0.284 -5.292 0.449  C57 1.098
93 H -0.655 -8.337 -4.847  C30 1.080
94 C -3.835 -2.348 -3.063  H37 1.093, C38 1.548, H66 1.089, H83 1.088
95 C 5.815 -7.565 -2.749  Cl2 1.763, H22 1.082, Cl49 1.764, Cl104 1.766
96 H 0.101 3.140 -5.316  C47 1.082
97 Cl 1.549 10.799 10.172  C31 1.765
98 C 5.066 3.468 1.614  Cl18 1.766, H20 1.082, Cl26 1.765, Cl68 1.764
99 Cl -2.062 2.254 -5.238  C47 1.764
100 Cl -7.062 1.909 2.032  C63 1.763
101 Cl -1.728 -6.068 4.059  C53 1.765
102 Cl -4.991 3.650 0.964  C63 1.763
103 H -1.004 -0.673 -2.393  C36 1.089
104 Cl 5.643 -7.650 -0.994  C95 1.766
105 H -3.342 -2.506 -0.560  C88 1.087
106 H 3.344 -1.912 -8.081  C28 1.082
107 Cl -0.421 -6.032 -4.586  C30 1.763
108 Cl 1.716 5.918 1.468  C74 1.764
109 Cl -1.814 5.855 6.822  C24 1.764

Properties
F_max: 0.0184 Eh/bohr
Energy: -642574.2421 eV
HOMO: -8.648 eV


(4)
This record from the Open Molecules 2025 dataset describes a 2-piece molecular cluster, C7H9N5O overall at a distorted geometry. The level of theory is wB97M-V/def2-TZVPD.

Bonds (Å) are listed after each position.
Geometry (Å):
1 N -1.175 0.816 1.889  H6 1.028, H14 1.031, C15 1.353
2 N 4.108 0.247 0.436  C18 1.424, C21 1.425
3 H 1.389 -2.023 -0.659  C10 1.146
4 N -0.413 0.125 -0.371  C15 1.440, C17 1.468, N19 1.361
5 H 1.169 2.474 0.531  C22 1.137
6 H -0.535 0.357 2.550  N1 1.028
7 H 3.810 2.352 0.968  C21 1.152
8 H 4.043 -1.870 -0.130  C18 1.152
9 H -0.653 -0.595 -2.374  N19 1.035
10 C 1.905 -1.060 -0.313  H3 1.146, C17 1.567, C18 1.544
11 C -2.509 -0.244 -1.209  H12 1.150, N19 1.456, N20 1.465
12 H -3.382 -0.546 -1.893  C11 1.150
13 H -4.881 -1.906 -0.534  O16 0.956
14 H -1.741 1.603 2.242  N1 1.031
15 C -1.417 0.415 0.620  N1 1.353, N4 1.440, N20 1.443
16 O -5.352 -2.294 -1.271  H13 0.956
17 C 1.030 0.226 -0.123  N4 1.468, C10 1.567, C22 1.562
18 C 3.409 -0.918 0.005  N2 1.424, H8 1.152, C10 1.544
19 N -1.080 -0.282 -1.486  N4 1.361, H9 1.035, C11 1.456
20 N -2.769 0.207 0.161  C11 1.465, C15 1.443
21 C 3.282 1.397 0.601  N2 1.425, H7 1.152, C22 1.545
22 C 1.762 1.519 0.360  H5 1.137, C17 1.562, C21 1.545

Properties
F_max: 0.1378 Eh/bohr
Energy: -16893.6181 eV
HOMO: -5.390 eV


(5)
This record from the Open Molecules 2025 dataset describes a 3-piece molecular cluster, C3H12O3 overall at a distorted geometry. The level of theory is wB97M-V/def2-TZVPD.

Bonds (Å) are listed after each position.
Geometry (Å):
1 O -2.466 -2.843 0.256  H9 0.944, H18 0.951
2 C -0.124 0.227 0.377  H4 1.088, C7 1.518, O8 1.450, C17 1.525
3 H -0.534 1.377 -1.421  C7 1.085
4 H 0.383 0.920 1.046  C2 1.088
5 H -0.567 -0.586 2.092  O8 0.942
6 H 1.904 -0.590 0.213  C17 1.101
7 C -1.067 0.900 -0.605  C2 1.518, H3 1.085, H11 1.089, H16 1.091
8 O -0.974 -0.567 1.243  C2 1.450, H5 0.942
9 H -1.924 -3.321 0.862  O1 0.944
10 H 0.838 -1.705 -0.214  C17 1.094
11 H -1.644 1.653 -0.070  C7 1.089
12 O 2.720 2.037 -0.548  H13 0.965, H14 0.962
13 H 2.430 2.575 -1.294  O12 0.965
14 H 3.067 2.671 0.088  O12 0.962
15 H 1.117 -0.273 -1.324  C17 1.082
16 H -1.715 0.087 -0.937  C7 1.091
17 C 0.939 -0.620 -0.315  C2 1.525, H6 1.101, H10 1.094, H15 1.082
18 H -2.383 -1.942 0.549  O1 0.951

Properties
F_max: 0.0318 Eh/bohr
Energy: -9447.6810 eV
HOMO: -10.425 eV


(6)
This record from the Open Molecules 2025 dataset describes a 10-piece molecular cluster, H20O10 overall at a distorted geometry. The level of theory is wB97M-V/def2-TZVPD.

Bonds (Å) are listed after each position.
Geometry (Å):
1 H -3.952 -0.616 0.126  O14 0.889
2 H -1.036 1.260 0.338  O10 0.944
3 O 0.337 2.455 -2.902  H15 0.816, H29 0.913
4 H 1.137 1.989 -0.235  O5 1.010
5 O 1.544 2.609 0.451  H4 1.010, H13 0.949
6 H -1.012 -2.395 1.372  O25 0.926
7 H -0.627 -0.335 3.163  O11 1.006
8 O -0.784 -1.049 -1.843  H18 1.019, H30 0.909
9 H 0.673 0.056 0.471  O22 1.008
10 O -1.751 1.505 0.904  H2 0.944, H17 0.988
11 O -0.222 -1.193 2.828  H7 1.006, H21 0.988
12 H 2.311 -0.325 1.205  O20 0.963
13 H 2.048 2.131 1.097  O5 0.949
14 O -3.162 -0.848 -0.208  H1 0.889, H24 0.989
15 H 0.580 3.202 -2.682  O3 0.816
16 O 2.979 -0.119 -1.618  H23 1.084, H28 0.895
17 H -1.504 1.071 1.756  O10 0.988
18 H -0.120 -1.816 -1.935  O8 1.019
19 H 2.127 -1.926 1.110  O20 0.926
20 O 1.922 -1.090 0.768  H12 0.963, H19 0.926
21 H 0.692 -1.473 3.077  O11 0.988
22 O 0.057 0.621 -0.092  H9 1.008, H27 0.946
23 H 3.078 0.938 -1.400  O16 1.084
24 H -2.834 0.067 -0.389  O14 0.989
25 O -1.255 -2.823 0.588  H6 0.926, H26 0.966
26 H -1.939 -2.226 0.259  O25 0.966
27 H -0.272 0.044 -0.766  O22 0.946
28 H 2.199 -0.350 -1.245  O16 0.895
29 H 0.402 1.959 -2.138  O3 0.913
30 H -1.626 -1.313 -2.060  O8 0.909

Properties
F_max: 0.2509 Eh/bohr
Energy: -20796.6833 eV
HOMO: -10.634 eV


(7)
This record from the Open Molecules 2025 dataset describes one molecule with the formula C6H6N2 at a distorted geometry. The level of theory is wB97M-V/def2-TZVPD.

Bonds (Å) are listed after each position.
Geometry (Å):
1 H 3.007 -0.127 -0.002  C7 1.085
2 H 1.391 -1.052 -2.046  C6 1.140
3 C -0.258 0.016 0.698  N4 1.412, C5 1.422, H8 1.140, C13 1.523
4 N -1.363 0.894 0.648  C3 1.412, N9 1.337, H10 1.055
5 C -0.210 -0.457 -0.641  C3 1.422, C6 1.336, C11 1.453
6 C 1.049 -0.701 -1.016  H2 1.140, C5 1.336, C7 1.505
7 C 1.942 -0.297 0.125  H1 1.085, C6 1.505, C13 1.422
8 H -0.492 -0.793 1.467  C3 1.140
9 N -2.233 0.614 -0.328  N4 1.337, C11 1.392
10 H -1.893 1.482 1.345  N4 1.055
11 C -1.521 -0.194 -1.210  C5 1.453, N9 1.392, H12 1.154
12 H -1.888 -0.735 -2.161  C11 1.154
13 C 1.165 0.365 1.115  C3 1.523, C7 1.422, H14 1.095
14 H 1.305 0.985 2.006  C13 1.095

Properties
F_max: 0.1078 Eh/bohr
Energy: -9295.6055 eV
HOMO: -7.591 eV